Density functional theory data (the ωB97M-V functional and the def2-TZVPD basis) for 11 unconnected molecules or ions with the total composition C6H35NO10S in a non-equilibrium geometry.

Summary:
Calculated total energy   -39590.659 eV
ΔE to the lowest compared entry with this formula, charge and spin   36.3 kcal per mole
Kohn-Sham gap   9.0226 eV
Strongest force on any atom   0.0515 Eh/bohr
E_LUMO   0.2 eV
SMILES string   CCNCCCCS.O.O.O.O.O.O.O.O.O.O
Total charge   0

Bonds (Å) are listed after each position.
Atoms and positions in Å:
1 C -0.317 -2.939 2.331  C2 1.530, H9 1.091, H10 1.092, H11 1.088
2 C 0.812 -1.918 2.489  C1 1.530, N3 1.462, H12 1.100, H13 1.086
3 N 0.967 -0.913 1.438  C2 1.462, C4 1.471, H14 1.026
4 C 1.219 -1.546 0.133  N3 1.471, C5 1.531, H15 1.078, H16 1.089
5 C 0.295 -1.047 -0.981  C4 1.531, C6 1.519, H17 1.095, H18 1.081
6 C 0.335 -1.819 -2.289  C5 1.519, C7 1.501, H19 1.097, H20 1.104
7 C 1.469 -1.609 -3.250  C6 1.501, S8 1.893, H21 1.073, H22 1.081
8 S 1.707 0.196 -3.769  C7 1.893, H23 1.335
9 H -0.171 -3.724 3.073  C1 1.091
10 H -0.160 -3.551 1.440  C1 1.092
11 H -1.345 -2.592 2.259  C1 1.088
12 H 0.611 -1.379 3.427  C2 1.100
13 H 1.728 -2.478 2.650  C2 1.086
14 H 0.090 -0.386 1.360  N3 1.026
15 H 1.066 -2.608 0.227  C4 1.078
16 H 2.222 -1.410 -0.271  C4 1.089
17 H 0.698 -0.048 -1.179  C5 1.095
18 H -0.740 -0.822 -0.766  C5 1.081
19 H -0.663 -1.801 -2.742  C6 1.097
20 H 0.370 -2.899 -2.066  C6 1.104
21 H 2.444 -1.893 -2.904  C7 1.073
22 H 1.248 -1.996 -4.236  C7 1.081
23 H 2.575 0.438 -2.784  S8 1.335
24 O -1.504 2.755 -2.153  H25 0.970, H26 0.973
25 H -0.542 2.860 -2.084  O24 0.970
26 H -1.793 3.283 -2.917  O24 0.973
27 O 4.261 0.153 1.925  H28 0.958, H29 0.958
28 H 5.134 -0.189 1.727  O27 0.958
29 H 3.639 -0.565 2.044  O27 0.958
30 O -3.260 1.752 -0.323  H31 1.006, H32 0.960
31 H -2.623 2.135 -1.000  O30 1.006
32 H -3.217 0.856 -0.664  O30 0.960
33 O -2.815 -2.277 -0.813  H34 0.979, H35 0.982
34 H -3.679 -2.403 -0.370  O33 0.979
35 H -3.022 -2.897 -1.546  O33 0.982
36 O -2.529 1.547 2.254  H37 0.957, H38 0.981
37 H -3.018 2.182 2.776  O36 0.957
38 H -2.933 1.547 1.360  O36 0.981
39 O -0.049 1.885 1.180  H40 0.959, H41 0.988
40 H -0.190 1.361 0.390  O39 0.959
41 H -0.881 1.814 1.708  O39 0.988
42 O -4.540 -0.799 0.853  H43 0.959, H44 0.961
43 H -3.605 -0.588 0.831  O42 0.959
44 H -4.899 -0.072 0.337  O42 0.961
45 O 1.303 3.128 -1.790  H46 0.972, H47 0.962
46 H 1.495 2.454 -1.117  O45 0.972
47 H 1.540 3.949 -1.350  O45 0.962
48 O 1.144 4.406 1.405  H49 0.967, H50 0.983
49 H 1.928 3.899 1.656  O48 0.967
50 H 0.537 3.635 1.364  O48 0.983
51 O 2.437 1.213 -0.115  H52 0.982, H53 0.972
52 H 1.930 0.847 0.642  O51 0.982
53 H 3.291 0.874 0.200  O51 0.972